Here is a cluster of 2 separate species, C7H13N3O5 in total from the OMol25 dataset. Energies are from ωB97M-V with the def2-TZVPD basis set.

Output
LUMO	0.69	eV
energy relative to the best compared isomer or geometry (same formula, charge and spin)	2.8761	eV
F_max	0.073	hartree/bohr
E	-814.97245	Eh

CARTESIAN COORDINATES (ANGSTROEM)
C (2.72, -0.27, 2.23)
C (1.92, -0.13, 0.96)
O (2.02, 0.68, 0.06)
N (0.94, -1.05, 0.76)
C (-0.31, -1.12, 0.55)
N (-0.97, -2.22, 0.12)
O (-1.20, -0.21, 0.97)
C (-0.97, 0.96, 1.63)
C (-2.19, 1.84, 1.73)
O (0.07, 1.27, 2.11)
H (3.54, -1.05, 1.97)
H (1.97, -0.51, 2.99)
H (3.06, 0.79, 2.48)
H (-0.54, -2.73, -0.58)
H (-1.91, -2.03, -0.26)
H (-2.85, 1.18, 2.20)
H (-2.01, 2.66, 2.42)
H (-2.50, 1.95, 0.67)
C (-1.01, 1.28, -2.17)
N (-0.84, -0.14, -2.39)
C (0.21, -0.80, -2.50)
O (0.15, -2.08, -2.96)
O (1.48, -0.43, -2.24)
H (-1.90, 1.17, -1.47)
H (-0.09, 1.54, -1.74)
H (-1.47, 1.71, -3.09)
H (1.02, -2.45, -2.86)
H (1.65, 0.20, -1.57)

Here is a structure of composition C12H20F12OSSb from the OMol25 dataset. Energies are from ωB97M-V with the def2-TZVPD basis set.

Output
LUMO	2.45	eV
F_max	0.012	hartree/bohr
charge	-1
E	-2381.07946	Eh

CARTESIAN COORDINATES (ANGSTROEM)
C (-3.68, 2.58, -1.49)
O (-4.14, 1.25, -1.37)
C (-3.14, 0.27, -1.67)
Sb (-1.61, 0.09, -0.03)
C (-0.38, -1.27, -1.30)
C (0.28, -0.67, -2.54)
C (1.31, 0.46, -2.29)
C (2.12, 0.25, -1.00)
C (3.49, 0.88, -1.06)
F (3.43, 2.12, -1.65)
F (4.36, 0.14, -1.82)
C (4.21, 1.20, 0.29)
F (5.40, 1.75, 0.01)
F (3.48, 2.10, 0.95)
S (4.52, -0.24, 1.50)
F (4.78, 0.82, 2.67)
F (2.97, -0.27, 1.84)
F (4.31, -1.33, 0.37)
F (6.08, -0.26, 1.19)
F (4.74, -1.40, 2.55)
C (-2.59, -1.78, 0.78)
C (-3.26, -1.72, 2.16)
C (-2.65, -0.80, 3.18)
F (-3.34, 0.32, 3.51)
C (-1.52, -1.03, 3.82)
F (-0.79, -2.11, 3.65)
F (-0.95, -0.21, 4.69)
H (-3.55, 3.04, -0.50)
H (-2.73, 2.64, -2.03)
H (-4.44, 3.16, -2.04)
H (-3.69, -0.67, -1.80)
H (-2.69, 0.51, -2.65)
H (-2.64, 1.12, 0.96)
H (-0.79, 1.55, -0.69)
H (-0.38, 0.04, 1.25)
H (0.35, -1.73, -0.63)
H (-1.04, -2.08, -1.62)
H (-0.51, -0.24, -3.18)
H (0.77, -1.44, -3.16)
H (0.80, 1.42, -2.23)
H (2.00, 0.51, -3.14)
H (1.56, 0.62, -0.13)
H (2.26, -0.82, -0.84)
H (-1.80, -2.54, 0.79)
H (-3.32, -2.07, 0.02)
H (-4.31, -1.42, 2.06)
H (-3.26, -2.72, 2.60)

Here is a structure of composition C8H6BBrF10LiN3O11P2S from the OMol25 dataset. Energies are from ωB97M-V with the def2-TZVPD basis set.

Output
LUMO	-2.70	eV
F_max	0.032	hartree/bohr
E	-5986.43018	Eh

CARTESIAN COORDINATES (ANGSTROEM)
N (-0.59, 1.14, 1.78)
B (0.23, -0.09, 1.50)
S (-0.75, -1.57, 2.30)
O (0.18, -2.62, 2.63)
O (-1.63, -1.11, 3.35)
C (-1.82, -2.41, 0.98)
F (-1.16, -2.43, -0.20)
F (-1.95, -3.68, 1.42)
C (-3.27, -1.91, 0.73)
F (-3.99, -1.95, 1.87)
F (-3.81, -2.82, -0.12)
C (-3.43, -0.49, 0.07)
F (-4.24, -0.61, -1.02)
F (-2.23, -0.05, -0.36)
C (-4.10, 0.59, 0.96)
F (-3.93, 1.77, 0.36)
F (-5.41, 0.35, 1.04)
F (-3.59, 0.66, 2.17)
O (1.63, -0.03, 2.10)
C (2.51, 0.19, 1.14)
Br (4.25, -0.73, 1.55)
P (3.16, 1.97, 1.01)
P (2.00, 3.21, -0.39)
O (2.64, 3.47, -1.69)
O (1.77, 4.57, 0.41)
O (0.54, 2.60, -0.51)
C (1.84, -0.51, -0.12)
O (2.05, -1.94, 0.00)
N (2.55, -2.52, -1.16)
O (2.73, -3.66, -1.04)
C (2.36, -0.02, -1.45)
O (3.49, 0.14, -1.70)
N (1.38, 0.35, -2.47)
C (0.88, -0.61, -3.25)
O (0.92, -0.66, -4.46)
F (0.27, -1.55, -2.60)
O (0.52, -0.29, 0.07)
H (-0.66, 1.27, 2.78)
H (-0.09, 1.95, 1.44)
H (4.29, 1.76, 0.23)
H (1.09, 4.48, 1.10)
H (0.03, 3.06, -1.20)
H (1.80, 1.09, -3.04)
Li (1.52, -0.35, -6.19)

Here is the ion C4H2ClO2 with charge -1 from the OMol25 dataset. Energies are from ωB97M-V with the def2-TZVPD basis set.

Output
LUMO (alpha / beta)	3.92 / 1.65	eV
energy relative to the best compared isomer or geometry (same formula, charge and spin)	0.9144	eV
F_max	0.079	hartree/bohr
charge	-1
expectation value of S²	2.014
multiplicity	3
E	-764.15692	Eh

CARTESIAN COORDINATES (ANGSTROEM)
C (0.15, -0.06, -0.14)
C (1.27, 0.47, -0.67)
C (1.39, -0.52, 0.37)
C (-1.31, -0.13, 0.13)
O (1.75, 1.17, -1.55)
O (1.98, -1.23, 1.18)
Cl (-2.10, 1.59, 0.30)
H (-1.32, -0.62, 1.11)
H (-1.81, -0.67, -0.73)

Here is a structure of composition C4H8N2O from the OMol25 dataset. Energies are from ωB97M-V with the def2-TZVPD basis set.

Output
LUMO	0.44	eV
energy relative to the best compared isomer or geometry (same formula, charge and spin)	4.6171	eV
F_max	0.018	hartree/bohr
E	-341.83397	Eh

CARTESIAN COORDINATES (ANGSTROEM)
C (1.34, 0.38, -1.35)
C (-1.17, -0.22, 1.89)
N (0.40, -0.62, -0.92)
C (1.11, 0.84, -0.02)
C (-0.55, -0.96, -1.85)
N (1.22, 1.44, 1.01)
O (-1.28, -1.91, -1.85)
H (-0.72, -0.62, 0.98)
H (0.89, 1.20, 1.93)
H (-0.53, -0.26, -2.74)
H (2.36, 0.01, -1.53)
H (1.01, 1.06, -2.15)
H (-1.44, 0.83, 1.80)
H (-2.09, -0.78, 2.04)
H (-0.54, -0.38, 2.76)

Here is a structure of composition C19H30MnN from the OMol25 dataset. Energies are from ωB97M-V with the def2-TZVPD basis set.

Output
LUMO (alpha / beta)	-8.70 / -8.73	eV
energy relative to the best compared isomer or geometry (same formula, charge and spin)	0.6875	eV
F_max	0.061	hartree/bohr
charge	+2
expectation value of S²	6.239
multiplicity	5
E	-1947.00476	Eh

CARTESIAN COORDINATES (ANGSTROEM)
C (-0.38, -2.47, 1.39)
H (-1.29, -2.27, 1.93)
H (-0.47, -3.23, 0.61)
H (-0.86, 0.29, 1.38)
C (0.73, -2.46, 2.46)
H (1.72, -2.32, 2.01)
H (0.64, -1.63, 3.19)
C (0.67, -3.77, 3.24)
H (1.58, -3.92, 3.83)
H (-0.20, -3.78, 3.91)
H (0.56, -4.60, 2.53)
C (0.54, 0.52, -1.78)
C (1.53, -0.34, -1.27)
C (1.00, -1.66, -1.17)
C (-0.44, -1.57, -1.58)
C (-0.66, -0.19, -1.91)
C (-1.88, 0.31, -2.64)
C (-1.25, -2.74, -2.06)
C (1.79, -2.94, -1.16)
C (3.00, -0.01, -1.22)
C (0.77, 1.94, -2.26)
Mn (-0.20, -0.93, 0.40)
H (-2.30, -2.45, -2.08)
H (-0.98, -3.07, -3.07)
H (-1.13, -3.58, -1.38)
H (-2.71, -0.38, -2.51)
H (-2.18, 1.28, -2.23)
H (-1.73, 0.44, -3.72)
H (1.62, 2.39, -1.73)
H (0.99, 2.01, -3.33)
H (-0.11, 2.55, -2.07)
H (3.53, -0.76, -0.62)
H (3.49, 0.02, -2.21)
H (3.15, 0.96, -0.75)
H (1.23, -3.73, -0.67)
H (2.05, -3.29, -2.17)
H (2.73, -2.78, -0.61)
C (-1.45, 5.31, 1.94)
C (-1.13, 3.93, 1.49)
C (-2.14, 3.08, 1.04)
C (-1.89, 1.79, 0.68)
N (-0.61, 1.24, 0.83)
C (0.46, 2.12, 1.19)
C (0.18, 3.42, 1.53)
H (-1.92, 5.89, 1.13)
H (-2.16, 5.31, 2.78)
H (-0.55, 5.84, 2.26)
H (-3.16, 3.43, 0.97)
H (-2.62, 1.06, 0.38)
H (1.44, 1.67, 1.23)
H (1.00, 4.06, 1.85)

Here is a structure of composition C39H45BrN3PZn from the OMol25 dataset. Energies are from ωB97M-V with the def2-TZVPD basis set.

Output
LUMO	0.28	eV
F_max	0.015	hartree/bohr
E	-6372.10408	Eh

CARTESIAN COORDINATES (ANGSTROEM)
Zn (0.12, 0.63, 0.46)
N (1.81, -0.43, 0.06)
C (3.06, 0.25, -0.27)
C (4.17, -0.60, -0.34)
C (5.40, -0.15, -0.78)
C (5.50, 1.17, -1.18)
C (4.41, 2.01, -1.07)
C (3.16, 1.62, -0.55)
C (2.12, 2.70, -0.29)
C (2.58, 4.03, -0.30)
C (1.76, 5.10, -0.03)
C (0.43, 4.87, 0.30)
C (-0.03, 3.57, 0.34)
C (0.77, 2.46, 0.03)
H (1.59, -1.06, -0.70)
H (1.95, -1.03, 0.88)
H (4.03, -1.64, -0.06)
H (6.24, -0.83, -0.83)
H (6.42, 1.55, -1.58)
H (4.54, 3.02, -1.41)
H (3.62, 4.26, -0.50)
H (2.16, 6.10, -0.04)
H (-0.23, 5.69, 0.56)
H (-1.04, 3.40, 0.66)
C (-3.50, -2.56, -0.65)
C (-3.76, -1.35, 0.27)
C (-5.22, -0.90, 0.10)
P (-2.46, 0.01, 0.13)
C (-3.18, 1.08, -1.21)
C (-2.39, 2.33, -1.56)
C (-3.27, 0.21, -2.47)
C (-2.58, 0.84, 1.76)
C (-3.79, 1.43, 2.17)
C (-4.06, 1.80, 3.48)
C (-5.35, 2.46, 3.86)
C (-3.07, 1.51, 4.43)
C (-1.86, 0.97, 4.07)
C (-1.54, 0.68, 2.72)
N (-0.29, 0.25, 2.35)
C (0.86, 0.45, 3.17)
C (1.33, 1.73, 3.52)
C (0.57, 3.01, 3.32)
C (2.58, 1.85, 4.12)
C (3.40, 0.77, 4.39)
C (4.76, 0.94, 5.02)
C (2.90, -0.49, 4.08)
C (1.65, -0.66, 3.50)
C (1.16, -2.05, 3.23)
H (-3.49, -3.49, -0.08)
H (-2.54, -2.49, -1.17)
H (-4.28, -2.65, -1.40)
H (-3.65, -1.66, 1.31)
H (-5.47, -0.73, -0.94)
H (-5.47, -0.01, 0.67)
H (-5.87, -1.71, 0.46)
H (-4.19, 1.38, -0.92)
H (-1.34, 2.11, -1.77)
H (-2.43, 3.08, -0.78)
H (-2.82, 2.76, -2.47)
H (-2.27, -0.11, -2.78)
H (-3.70, 0.80, -3.29)
H (-3.88, -0.69, -2.36)
H (-4.54, 1.63, 1.42)
H (-6.06, 2.46, 3.03)
H (-5.20, 3.50, 4.16)
H (-5.83, 1.95, 4.70)
H (-3.26, 1.73, 5.47)
H (-1.11, 0.78, 4.83)
H (0.37, 3.48, 4.28)
H (-0.37, 2.88, 2.81)
H (1.17, 3.71, 2.73)
H (2.94, 2.85, 4.36)
H (5.06, 1.99, 5.00)
H (5.52, 0.36, 4.50)
H (4.75, 0.62, 6.06)
H (3.50, -1.37, 4.31)
H (1.83, -2.78, 3.70)
H (1.10, -2.28, 2.17)
H (0.16, -2.19, 3.63)
Br (-1.24, -3.50, 1.51)
C (-0.18, -4.00, 0.02)
C (-0.10, -5.36, -0.28)
C (0.64, -5.74, -1.37)
C (1.27, -4.76, -2.13)
C (1.13, -3.44, -1.74)
N (0.42, -3.05, -0.67)
H (-0.62, -6.08, 0.34)
H (0.73, -6.78, -1.64)
H (1.86, -5.00, -3.00)
H (1.60, -2.65, -2.32)

Here is the ion C3H6N3O with charge +1 from the OMol25 dataset. Energies are from ωB97M-V with the def2-TZVPD basis set.

Output
LUMO (alpha / beta)	-3.19 / -7.78	eV
energy relative to the best compared isomer or geometry (same formula, charge and spin)	2.2051	eV
F_max	0.085	hartree/bohr
charge	+1
expectation value of S²	2.007
multiplicity	3
E	-356.92334	Eh

CARTESIAN COORDINATES (ANGSTROEM)
C (-0.23, -1.09, 0.32)
C (-0.35, 0.22, 0.08)
C (-1.60, 1.01, 0.04)
N (1.06, -1.47, 0.16)
N (1.72, -0.34, -0.25)
N (0.87, 0.72, -0.23)
O (1.18, 1.90, -0.55)
H (-1.08, -1.75, 0.52)
H (-2.28, 0.41, 0.61)
H (-1.65, 1.03, -0.96)
H (-1.63, 1.95, 0.54)
H (1.31, -2.47, 0.07)
H (2.68, -0.12, -0.35)

Here is a cluster of 2 separate species, CH4N2O3P in total from the OMol25 dataset. Energies are from ωB97M-V with the def2-TZVPD basis set.

Output
LUMO (alpha / beta)	4.19 / 4.19	eV
energy relative to the best compared isomer or geometry (same formula, charge and spin)	4.2978	eV
F_max	0.074	hartree/bohr
charge	-1
E	-717.11135	Eh

CARTESIAN COORDINATES (ANGSTROEM)
C (-0.02, 0.51, 0.12)
N (1.39, -1.24, -0.21)
N (0.70, 1.69, -0.16)
O (-1.86, -1.56, 0.07)
O (-0.76, 0.57, 1.29)
O (-2.64, 0.75, -0.63)
P (-1.62, -0.11, -0.09)
H (1.37, -1.80, 0.66)
H (0.82, -1.99, -0.88)
H (1.41, 1.32, -0.86)
H (1.19, 1.86, 0.68)

Here is a structure of composition C4H4CoO5 from the OMol25 dataset. Energies are from ωB97M-V with the def2-TZVPD basis set.

Output
LUMO (alpha / beta)	-14.72 / -18.37	eV
energy relative to the best compared isomer or geometry (same formula, charge and spin)	0.0000	eV
F_max	0.093	hartree/bohr
charge	+3
expectation value of S²	6.013
multiplicity	5
E	-1912.29195	Eh

CARTESIAN COORDINATES (ANGSTROEM)
O (1.33, -0.15, -1.30)
C (2.23, -0.08, -0.38)
O (1.47, -0.06, 0.74)
H (-1.97, 1.13, 1.24)
Co (4.91, 0.03, 0.23)
O (3.39, 0.29, -0.44)
O (-0.41, 1.04, -0.11)
C (-1.79, 0.77, 0.23)
C (-1.87, -0.75, 0.10)
O (-0.48, -1.14, 0.16)
C (0.27, -0.08, -0.05)
H (-2.42, 1.30, -0.49)
H (-2.28, -1.08, -0.86)
H (-2.39, -1.23, 0.93)

Here is a cluster of 3 separate species, C22H41N4O4P in total from the OMol25 dataset. Energies are from ωB97M-V with the def2-TZVPD basis set.

Output
LUMO	-1.05	eV
F_max	0.142	hartree/bohr
E	-1723.65596	Eh

CARTESIAN COORDINATES (ANGSTROEM)
C (3.94, -2.22, -1.58)
P (2.79, -1.95, -3.08)
C (3.72, -1.96, -4.75)
C (1.74, -0.36, -2.82)
C (2.46, 1.14, -2.75)
C (1.53, 2.48, -2.51)
C (-0.09, 2.25, -2.35)
C (-0.84, 0.77, -2.41)
N (-2.33, 0.77, -2.19)
C (-2.83, -0.65, -2.23)
C (-1.93, -1.98, -2.51)
N (-0.44, -1.94, -2.73)
C (0.10, -0.54, -2.65)
H (3.61, -1.44, -0.75)
H (3.72, -3.28, -1.13)
H (5.09, -2.06, -1.82)
H (4.25, -3.02, -4.82)
H (2.97, -1.92, -5.68)
H (4.56, -1.15, -4.86)
H (3.62, 1.30, -2.83)
H (1.95, 3.59, -2.44)
H (-0.74, 3.22, -2.14)
H (-3.99, -0.82, -2.04)
H (-2.45, -3.04, -2.53)
C (-4.07, -8.51, 1.96)
O (-4.38, -7.25, 2.53)
C (-3.38, -6.76, 3.43)
C (-2.61, -5.58, 2.81)
N (-1.75, -6.02, 1.71)
C (-1.23, -4.93, 0.88)
C (-2.25, -4.02, 0.16)
O (-2.96, -4.67, -0.89)
C (-4.06, -5.46, -0.46)
H (-4.97, -8.91, 1.49)
H (-3.30, -8.41, 1.19)
H (-3.75, -9.23, 2.73)
H (-2.70, -7.56, 3.77)
H (-3.92, -6.39, 4.31)
H (-2.00, -5.10, 3.58)
H (-3.36, -4.86, 2.47)
H (-2.27, -6.66, 1.11)
H (-0.59, -5.40, 0.12)
H (-0.57, -4.31, 1.50)
H (-1.67, -3.22, -0.32)
H (-2.93, -3.52, 0.85)
H (-4.56, -5.04, 0.41)
H (-3.73, -6.48, -0.27)
H (-4.79, -5.51, -1.28)
C (-0.44, 7.36, 2.89)
O (0.72, 8.08, 2.50)
C (1.91, 7.67, 3.20)
C (2.85, 6.88, 2.27)
N (2.30, 5.56, 1.94)
C (2.99, 4.89, 0.83)
C (3.00, 5.59, -0.54)
O (1.73, 5.66, -1.18)
C (0.89, 6.70, -0.72)
H (-1.31, 7.88, 2.49)
H (-0.44, 6.35, 2.47)
H (-0.54, 7.31, 3.98)
H (1.68, 7.11, 4.11)
H (2.42, 8.59, 3.50)
H (3.82, 6.76, 2.76)
H (2.99, 7.49, 1.37)
H (1.32, 5.66, 1.69)
H (2.49, 3.92, 0.71)
H (4.02, 4.67, 1.14)
H (3.64, 4.99, -1.20)
H (3.47, 6.58, -0.50)
H (1.45, 7.60, -0.45)
H (0.28, 6.35, 0.11)
H (0.20, 6.96, -1.53)

Here is a structure of composition C23H17AuFN8O2Se from the OMol25 dataset. Energies are from ωB97M-V with the def2-TZVPD basis set.

Output
LUMO (alpha / beta)	-4.90 / -4.91	eV
energy relative to the best compared isomer or geometry (same formula, charge and spin)	1.5151	eV
F_max	0.025	hartree/bohr
charge	+1
E	-4111.86892	Eh

CARTESIAN COORDINATES (ANGSTROEM)
Au (0.58, 0.75, -1.39)
Se (-2.48, -3.88, 4.17)
N (-1.44, -2.46, 4.22)
C (-1.16, -2.16, 2.98)
C (-0.32, -1.04, 2.59)
C (0.26, -0.18, 3.53)
C (1.03, 0.87, 3.10)
C (1.21, 1.04, 1.73)
N (0.65, 0.24, 0.83)
C (-0.11, -0.79, 1.23)
C (-0.72, -1.66, 0.20)
N (-0.49, -1.36, -1.08)
C (-1.01, -2.11, -2.04)
C (-1.81, -3.22, -1.76)
C (-2.07, -3.54, -0.45)
C (-1.51, -2.76, 0.56)
C (-1.74, -3.02, 1.97)
N (-2.48, -4.01, 2.41)
H (0.08, -0.37, 4.58)
H (1.50, 1.55, 3.80)
H (1.83, 1.85, 1.35)
H (-0.80, -1.82, -3.06)
H (-2.22, -3.81, -2.58)
H (-2.69, -4.38, -0.18)
O (-1.25, 0.98, -3.68)
N (-0.20, 0.91, -4.28)
O (0.84, 0.80, -3.58)
N (5.83, 2.96, -1.24)
C (5.06, 1.85, -1.28)
C (3.66, 1.91, -1.39)
N (2.93, 0.80, -1.41)
C (3.56, -0.38, -1.34)
C (4.93, -0.43, -1.24)
N (5.68, 0.67, -1.20)
H (5.44, 3.88, -1.38)
H (6.82, 2.86, -1.19)
H (3.14, 2.86, -1.48)
H (2.95, -1.28, -1.36)
H (5.46, -1.38, -1.18)
F (-5.04, -0.18, 1.64)
C (-4.11, 0.48, 0.97)
C (-4.05, 0.34, -0.41)
C (-3.04, 0.98, -1.10)
C (-2.08, 1.76, -0.42)
C (-0.99, 2.38, -1.13)
C (-2.22, 1.92, 0.97)
C (-3.23, 1.29, 1.67)
H (-4.79, -0.27, -0.92)
H (-2.97, 0.88, -2.17)
H (-0.43, 3.14, -0.60)
H (-1.14, 2.58, -2.18)
H (-1.53, 2.58, 1.50)
H (-3.35, 1.41, 2.74)

F_max of number 11 (C22H41N4O4P)?
0.142 hartree/bohr

E of number 11 (C22H41N4O4P)?
-1723.65596 Eh

Number 3 is which compound?
C8H6BBrF10LiN3O11P2S

Among the records above, which one has the lowest F_max?
C12H20F12OSSb